DFT (ωB97M-V with the def2-TZVPD basis set) results for C37H45ClF3N5O6PbSSe2 as an isolated structure.

The energy is -226288.32436 eV. Its strongest force on any atom is 0.673 eV/A. The value obtained for the energy above the lowest of the compared OMol25 structures with the same formula, charge and spin is 0.000 eV. The calculation puts the LUMO energy at 0.40 eV.

Positions of all 101 atoms, in Å:
Pb: 0.32 0.47 0.18
Se: -2.60 1.84 -4.04
Se: -2.46 1.78 -1.73
C: -1.90 3.60 -1.44
C: -2.79 4.52 -0.91
C: -2.31 5.77 -0.56
C: -0.97 6.05 -0.77
C: -0.17 5.07 -1.35
N: -0.62 3.86 -1.67
C: -0.99 0.90 -4.55
C: -0.80 0.60 -5.90
C: 0.32 -0.13 -6.26
C: 1.22 -0.51 -5.27
C: 0.95 -0.13 -3.97
N: -0.13 0.56 -3.61
H: -3.83 4.26 -0.77
H: -2.96 6.51 -0.12
H: -0.54 7.01 -0.49
H: 0.88 5.26 -1.55
H: -1.52 0.93 -6.64
H: 0.50 -0.39 -7.29
H: 2.10 -1.09 -5.51
H: 1.63 -0.40 -3.16
C: 3.45 -2.39 2.27
C: 2.65 -1.10 2.22
O: 2.45 -0.61 1.10
C: 2.18 -0.51 3.46
C: 2.74 -0.93 4.69
C: 2.39 -0.36 5.88
C: 1.44 0.67 5.88
C: 0.85 1.08 4.72
C: 1.18 0.50 3.46
O: 0.52 0.90 2.43
H: 3.54 -2.78 1.26
H: 2.95 -3.12 2.90
H: 4.45 -2.20 2.67
H: 3.50 -1.71 4.68
H: 2.84 -0.69 6.80
H: 1.17 1.15 6.82
H: 0.11 1.88 4.71
C: -0.93 -3.16 -2.11
N: 0.47 -3.49 -2.34
C: 0.73 -4.55 -3.29
C: 2.12 -5.12 -3.06
C: 3.13 -3.98 -3.11
N: 2.74 -2.93 -2.20
C: 3.78 -1.99 -1.81
C: 1.44 -2.62 -1.91
O: 1.15 -1.60 -1.28
H: -1.46 -4.06 -1.78
H: -1.40 -2.78 -3.02
H: -1.01 -2.40 -1.34
H: 0.64 -4.18 -4.32
H: -0.02 -5.32 -3.15
H: 2.36 -5.87 -3.82
H: 2.16 -5.59 -2.08
H: 3.22 -3.60 -4.13
H: 4.11 -4.35 -2.81
H: 4.65 -2.55 -1.46
H: 3.41 -1.36 -1.00
H: 4.08 -1.36 -2.65
Cl: 3.72 5.06 2.02
C: 3.33 4.13 0.62
C: 4.06 4.29 -0.55
C: 3.70 3.52 -1.64
C: 2.66 2.62 -1.52
N: 1.98 2.47 -0.39
C: 2.29 3.22 0.67
H: 4.87 5.00 -0.60
H: 4.24 3.61 -2.58
H: 2.33 2.01 -2.36
H: 1.69 3.09 1.56
C: -5.99 -0.61 0.13
C: -5.57 -1.35 1.40
C: -4.17 -1.95 1.30
S: -2.95 -0.58 1.33
O: -1.78 -1.09 0.52
C: -2.41 -0.71 3.08
C: -1.29 -1.71 3.32
C: -1.71 -3.18 3.39
H: -6.96 -0.13 0.27
H: -6.07 -1.31 -0.70
H: -5.26 0.15 -0.13
H: -6.28 -2.15 1.62
H: -5.61 -0.66 2.25
H: -4.01 -2.43 0.34
H: -3.97 -2.65 2.10
H: -3.30 -0.90 3.68
H: -2.04 0.30 3.31
H: -0.79 -1.43 4.25
H: -0.55 -1.60 2.52
H: -2.58 -3.31 4.04
H: -0.90 -3.78 3.79
H: -1.96 -3.57 2.40
F: -2.72 2.71 3.61
C: -2.76 3.33 2.40
F: -3.88 2.90 1.78
F: -2.92 4.64 2.64
C: -1.46 3.01 1.58
O: -0.53 3.79 1.70
O: -1.57 1.95 0.91

---

DFT (ωB97M-V with the def2-TZVPD basis set) results for a 2-piece molecular cluster, H3OP overall in a non-equilibrium geometry.

The energy is -11380.33982 eV. Its strongest force on any atom is 6.751 eV/A. The value obtained for the energy above the lowest of the compared OMol25 structures with the same formula, charge and spin is 3.937 eV. The calculation puts the LUMO energy (spin up / spin down) at -1.14 / -1.54 eV.

Positions of all 5 atoms, in Å:
O: -0.03 -0.78 0.33
P: 0.44 0.58 -0.25
H: -0.43 -1.79 -0.96
H: -0.79 1.22 -0.18
H: 0.81 0.76 1.07

---

DFT (ωB97M-V with the def2-TZVPD basis set) results for an isolated molecule of C3H5N3O in a non-equilibrium geometry.

Its structure (SMILES) is CNc1cnon1. The energy is -9704.66769 eV. Its strongest force on any atom is 8.469 eV/A. The value obtained for the energy above the lowest of the compared OMol25 structures with the same formula, charge and spin is 5.916 eV. The calculation puts the LUMO energy at 0.65 eV.

Positions of all 12 atoms, in Å:
C: -0.10 0.12 1.80
N: -0.57 0.86 0.52
C: -0.11 0.33 -0.56
C: 0.67 -0.85 -0.98
N: 0.47 -1.00 -2.25
O: -0.33 -0.14 -2.86
N: -0.57 0.80 -1.78
H: 1.06 0.49 1.80
H: -0.11 -0.99 1.85
H: -0.61 0.56 2.60
H: -1.00 1.68 0.35
H: 1.21 -1.86 -0.48